Entry 1:
Density functional theory data (ωB97M-V/def2-TZVPD) for a 2-piece molecular cluster, C5H9O2PS2 overall.

## Properties
- LUMO energy (alpha / beta): -1.198 / -1.197 eV
- Energy relative to the best compared isomer or geometry (same formula, charge and spin): 6.9631 eV
- Gap between HOMO and LUMO (alpha / beta): 7.101 / 7.102 eV

The geometry in ORCA input format:
```
! RIJCOSX wB97M-V def2-TZVPD def2/J DEFGRID3
* xyz 0 1
C 2.09997 -0.24809 -0.27483
O -0.33829 0.78325 -0.86490
C -2.97582 -0.29254 -1.63092
C -0.34193 -1.49158 0.51436
C 0.49033 0.84999 1.86013
H -4.04542 -0.46451 -1.96744
H 2.86291 -0.66261 0.55504
H -0.30073 0.38380 2.41628
H 0.29309 1.99392 1.73044
S -0.05337 -3.01962 0.25390
C -2.26414 -0.58117 1.32585
H 1.39134 0.90022 2.46250
S -3.01598 0.09344 0.11312
P 0.41562 0.09248 0.22562
O -4.27508 0.73549 0.40018
H -2.08736 -0.79270 -2.07842
H 2.59808 0.69003 -0.73957
H -2.81961 0.75218 -2.18049
H 2.07916 -0.95732 -1.03424
*
```

---

Entry 2:
Density functional theory data (ωB97M-V/def2-TZVPD) for an isolated ion of composition C4H8N2OP and charge +1.

## Properties
- LUMO energy: -3.901 eV
- Energy relative to the best compared isomer or geometry (same formula, charge and spin): 1.3435 eV
- Gap between HOMO and LUMO: 10.026 eV
- Structure (SMILES): C[N@@H+]1C=CN(P=O)C1

The geometry in ORCA input format:
```
! RIJCOSX wB97M-V def2-TZVPD def2/J DEFGRID3
* xyz 1 1
H -1.32483 1.96920 -0.34351
O 3.49207 -1.27373 0.25274
H -2.78116 0.05145 -0.28891
P 3.27664 0.13730 0.07631
C -0.47205 1.35821 0.16289
C 0.41109 -0.88255 0.31500
H -2.10300 -1.58198 -0.48568
N 1.66526 0.37223 0.05941
H -1.06405 -0.11226 1.28503
N -0.77537 -0.12383 0.34148
C -1.91683 -0.55662 -0.52659
H -1.69190 -0.24671 -1.50220
H 1.28326 2.46245 -0.10493
H 0.42340 -1.59679 -0.46091
H 0.72761 -1.44775 1.24725
C 0.84987 1.47137 -0.02738
*
```

---

Entry 3:
Density functional theory data (ωB97M-V/def2-TZVPD) for BrF4NP2S as an isolated structure.

## Properties
- LUMO energy (alpha / beta): -4.929 / -4.930 eV
- Energy relative to the best compared isomer or geometry (same formula, charge and spin): 4.4501 eV
- Gap between HOMO and LUMO (alpha / beta): 5.277 / 5.278 eV

The geometry in ORCA input format:
```
! RIJCOSX wB97M-V def2-TZVPD def2/J DEFGRID3
* xyz 0 1
F 2.18131 -1.94669 1.59668
N -0.41086 -0.34198 -0.73065
F -2.79244 -0.15024 -0.01667
Br 2.29971 1.18587 -0.31080
S -1.41245 2.49113 -0.08696
P 1.11959 -0.63988 -0.45816
F -1.19530 0.07293 1.69138
F 1.59489 -1.21784 -1.86302
P -1.38446 0.54669 0.17819
*
```

---

Entry 4:
Density functional theory data (ωB97M-V/def2-TZVPD) for C14H12B2Br6O18V as an isolated structure.

## Properties
- LUMO energy: -5.026 eV
- Energy relative to the best compared isomer or geometry (same formula, charge and spin): 8.1862 eV
- Gap between HOMO and LUMO: 1.952 eV

The geometry in ORCA input format:
```
! RIJCOSX wB97M-V def2-TZVPD def2/J DEFGRID3
* xyz -1 1
H -3.46166 -1.69476 2.76784
B 4.87976 5.96356 -0.05426
H -4.95994 -0.05801 -6.04802
H -4.10773 -7.45721 -3.36019
O 2.27502 0.90851 3.40154
C 3.63632 -1.03582 3.46108
O 2.49531 0.90160 5.87757
O 6.20638 5.68372 0.48790
B 3.20568 0.91266 4.55925
O 5.02236 8.19154 2.57708
C -6.38519 -0.86920 -4.58844
Br -5.56267 1.79385 -4.32274
O 4.55553 3.84222 5.91230
O 4.00985 4.73735 0.06868
C -5.15496 -2.54164 1.69733
V 0.71638 -0.75146 -2.89957
H -5.45452 -2.80393 0.68266
C -3.32678 -7.58018 -2.60979
H -5.82971 -1.86138 2.21701
H -6.61914 0.42409 -6.22237
C -2.20716 -8.48267 -3.10763
C 3.49822 4.37603 -1.10874
Br -2.67141 -10.40271 -3.50291
C -3.72263 -1.94627 1.73986
O 7.39819 6.60580 2.17752
O 4.32111 7.02700 0.72926
Br -6.48030 -2.58575 -5.57101
O 4.02270 -2.15855 3.09843
C 6.42328 6.48852 1.46002
H -1.58300 -8.18506 -3.95022
O 4.08260 2.09454 4.60076
O 2.35670 2.45705 7.60754
O 1.83170 -1.54264 -3.72590
H -3.70250 -8.03003 -1.69079
Br -5.18869 -4.25019 2.76597
H -5.72421 -1.16496 -3.77375
O 3.68627 5.48868 -3.41791
H -3.00172 -2.72275 1.48397
C 4.00432 5.40602 -2.18287
O 3.99938 -0.34133 4.49297
O 1.91228 -0.68923 1.68547
C 2.49756 -0.24684 2.72014
O 2.77141 3.39684 -1.34201
C 5.20446 7.39654 1.64718
Br -3.52701 -0.37436 0.64162
Br -2.43041 -5.78062 -2.36897
C 2.80688 2.04304 6.53343
H -7.35353 -0.64568 -4.14071
C -5.84806 0.21865 -5.47985
O 4.85049 6.24197 -1.53247
H -1.53210 -8.39123 -2.25673
O -0.75140 -0.82971 -3.51205
C 3.91641 2.82432 5.67537
*
```

---

Entry 5:
Density functional theory data (ωB97M-V/def2-TZVPD) for one molecule with the formula C9H10.

## Properties
- LUMO energy (alpha / beta): 0.800 / -1.552 eV
- Energy relative to the best compared isomer or geometry (same formula, charge and spin): 0.0000 eV
- Gap between HOMO and LUMO (alpha / beta): 6.045 / 7.193 eV

The geometry in ORCA input format:
```
! RIJCOSX wB97M-V def2-TZVPD def2/J DEFGRID3
* xyz 0 3
C -1.03682 -0.08343 2.23778
H 2.20734 -0.28103 -1.66823
C -1.27533 -1.49639 2.43188
H 1.63201 1.09813 -2.66543
H 0.67896 2.41891 -0.86257
H -1.50604 -0.75759 -0.57259
H -2.02298 -1.96252 1.85551
C 1.46585 0.47389 -1.81173
H 0.43038 -1.28878 -2.46483
H 1.97999 1.64481 -0.03027
C 1.16546 1.43530 -0.66296
C 0.12431 -0.33759 -2.03320
H -1.24615 -1.60280 3.47849
H -0.32319 -1.96992 2.12155
H -0.41646 0.18119 -2.74959
C 0.02621 0.68798 0.05414
C -0.39191 0.79918 1.42365
C -0.95203 1.34730 2.59942
C -0.53960 -0.30665 -0.68102
*
```

---

Entry 6:
Density functional theory data (ωB97M-V/def2-TZVPD) for C4H5LiO3Pb as an isolated structure.

## Properties
- LUMO energy (alpha / beta): -5.777 / -6.534 eV
- Energy relative to the best compared isomer or geometry (same formula, charge and spin): 2.1969 eV
- Gap between HOMO and LUMO (alpha / beta): 5.623 / 4.841 eV

The geometry in ORCA input format:
```
! RIJCOSX wB97M-V def2-TZVPD def2/J DEFGRID3
* xyz 1 2
C 0.70437 -0.58095 0.16457
O -3.24028 -0.83127 0.02015
O 2.78756 0.28772 -0.45327
H 0.27631 -1.27455 0.89046
H 0.12430 1.48100 -0.94067
O -2.18610 -0.20337 -0.74635
C 2.04500 -0.74226 -0.20996
C -0.03131 0.75925 -0.10578
Li -1.93049 -2.06448 0.05566
Pb 2.00316 1.93161 0.30488
H -1.46200 0.60416 1.21512
H -1.98921 1.68468 -0.12081
H 2.53320 -1.71986 -0.09768
C -1.50738 0.71658 0.06485
*
```

---

no.,molar mass (g mol⁻¹)
1,196.23
2,131.09
3,263.92
4,1020.22
5,118.18
6,315.22